The following is a quantum chemistry calculation of a 3-piece molecular cluster, C13H23Cl4N2 overall, from OMol25.

LUMO (Eh): -0.179
E_HOMO (eV): -12.490

The geometry in ORCA input format:
```
! wB97M-V def2-TZVPD RIJCOSX def2/J DEFGRID3
* xyz 1 1
C 0.37902 0.28289 -1.58298
C -0.75484 0.77004 -2.52682
C -0.21084 1.15057 -3.91439
C -1.50717 1.94642 -1.89972
C -2.44377 1.53195 -0.74629
C -3.52640 0.61879 -1.22619
C -3.58410 -0.75986 -0.98206
C -4.61775 -1.46778 -1.52141
C -5.58249 -0.78406 -2.29070
N -5.52678 0.50392 -2.51389
N -4.50139 1.13540 -1.97498
H 0.13010 -0.68848 -1.15061
H 1.31316 0.18695 -2.13308
H 0.52031 0.97748 -0.75299
H -1.43245 -0.08087 -2.66918
H 0.78098 1.59981 -3.84318
H -0.10167 0.25278 -4.52899
H -0.88458 1.82017 -4.45261
H -0.79059 2.67277 -1.50710
H -2.08915 2.47880 -2.66293
H -2.88630 2.41183 -0.27050
H -1.87125 0.99028 0.01145
H -2.80899 -1.22267 -0.38520
H -4.71664 -2.53487 -1.36492
H -6.42079 -1.30573 -2.73640
H -4.48328 2.12975 -2.17965
Cl 1.62656 -0.85093 1.40590
C 3.33216 -1.31747 1.11378
C 4.24126 -0.11898 1.11009
Cl 3.94053 0.94177 -0.29689
H 3.36258 -1.84560 0.16468
H 3.62108 -2.00093 1.91140
H 5.27438 -0.45597 1.04557
H 4.12780 0.47265 2.01323
Cl 4.31470 -3.07176 5.01618
C 3.54141 -1.74957 5.92968
C 3.26622 -0.56136 5.04610
Cl 4.77320 0.24675 4.52958
H 4.19316 -1.48963 6.75928
H 2.60256 -2.13664 6.32142
H 2.67818 0.18060 5.58307
H 2.72187 -0.85921 4.15226
*
```

The following is a quantum chemistry calculation of C13H23ClNO9PS as an isolated structure in a non-equilibrium geometry, from OMol25.

LUMO (Eh): 0.014
E_HOMO (eV): -9.419

The geometry in ORCA input format:
```
! wB97M-V def2-TZVPD RIJCOSX def2/J DEFGRID3
* xyz 0 1
C 1.24507 -2.51167 -1.31833
C 1.04249 -1.18712 -0.60884
C 2.04060 -0.85462 0.50914
Cl 1.30118 -1.19427 2.10240
C 3.40741 -1.53854 0.40011
O 3.61076 -2.54724 1.40290
S 5.15277 -2.90041 1.31651
O 5.44005 -3.61904 0.15388
O 5.58647 -3.38129 2.54873
O 5.61808 -1.37605 1.18493
C 4.52002 -0.54609 0.75634
P 5.18416 0.51082 -0.68946
N 4.10435 0.01189 -1.93257
O 6.60138 -0.23823 -1.06636
H 2.22612 -2.64700 -1.74825
H 0.54737 -2.55119 -2.14590
H 0.97598 -3.33578 -0.67385
H 0.07632 -1.24119 -0.13309
H 0.97743 -0.35366 -1.28754
H 2.19590 0.21055 0.49968
H 3.66686 -1.88746 -0.58278
H 4.23228 0.13705 1.54005
H 4.38601 0.48040 -2.78848
H 4.18040 -0.98424 -2.13764
H 6.42234 -1.03634 -1.59969
O 0.14479 1.72669 0.50949
C -0.69355 1.90294 -0.32541
O -0.98322 0.97072 -1.26491
C -1.94793 1.49666 -2.20322
C -2.65379 2.61687 -1.45418
C -1.54621 3.13780 -0.53968
H -1.41273 1.85315 -3.08567
H -2.62349 0.69890 -2.49990
H -3.07891 3.37161 -2.11120
H -3.46052 2.20359 -0.85300
H -0.93535 3.90199 -1.02258
H -1.91764 3.51182 0.40966
O -5.59909 0.80518 -0.86182
C -5.44955 0.82008 0.32374
O -5.40108 1.95991 1.05006
C -5.09888 1.65780 2.42780
C -5.50819 0.20173 2.61648
C -5.24080 -0.38027 1.22759
H -4.02965 1.81188 2.58724
H -5.65093 2.34305 3.06490
H -4.96791 -0.29231 3.42048
H -6.57350 0.14281 2.84100
H -4.21012 -0.72182 1.11860
H -5.92726 -1.17900 0.96534
*
```

The following is a quantum chemistry calculation of C13H23F5NOPTeTi as an isolated structure in a non-equilibrium geometry, from OMol25.

ΔE to the lowest compared entry with this formula, charge and spin (kcal/mol): 0.0
LUMO (alpha / beta) (Eh): -0.004 / -0.150
⟨S²⟩: 2.009
E_HOMO (alpha / beta) (eV): -6.531 / -8.753

The geometry in ORCA input format:
```
! wB97M-V def2-TZVPD RIJCOSX def2/J DEFGRID3
* xyz 0 3
C 2.70528 -2.00582 -0.84360
C 2.62501 -1.17595 0.27846
C 1.42331 -0.54457 0.66521
C 0.25612 -0.76006 -0.11445
C 0.34309 -1.67965 -1.17198
C 1.54783 -2.28734 -1.55419
C 1.42829 0.11508 2.01541
C 2.33001 1.35648 2.37703
N 2.50863 2.53857 1.57310
Ti -1.66659 0.26874 0.01521
C -0.89861 -2.12757 -1.89511
P -1.97662 -0.72455 -2.38838
H 3.51122 -1.06484 0.90790
H 1.52839 -2.96827 -2.41074
H 3.64496 -2.46957 -1.14308
H -1.54369 -2.73429 -1.23507
H -0.67495 -2.71374 -2.79432
H 0.39468 0.30373 2.32963
H 1.84183 -0.65030 2.70313
H 1.88773 1.74628 3.30616
C -3.16914 -1.64232 -3.39655
C -0.95717 0.18926 -3.61613
H 3.33156 0.97603 2.62390
C 2.89810 2.43247 0.19827
C 1.69292 3.69409 1.90205
H -3.28604 -0.96213 -0.13623
H 3.82500 2.98922 0.00980
H 3.01499 1.38467 -0.09522
H 2.11011 2.89604 -0.41438
H 2.27328 4.48237 2.40204
H 1.28355 4.11381 0.97384
H 0.88327 3.37920 2.57587
H -0.98241 -0.26237 -4.62047
H -1.33695 1.22036 -3.66147
H 0.08253 0.23825 -3.27240
H -2.66481 -2.23420 -4.18071
H -3.73220 -2.31404 -2.74097
H -3.90148 -0.95399 -3.83105
H -3.59115 -0.31565 -0.33404
F -1.93309 0.10076 4.93371
Te -3.18805 -0.18124 3.41819
F -1.26202 1.90056 -0.70596
F -4.29578 -0.92935 1.96916
F -2.08523 -1.69096 3.13370
F -4.30428 -1.31857 4.51517
O -1.92145 0.38535 1.72958
*
```

The following is a quantum chemistry calculation of C13H23GeIN3O3SeV as an isolated structure in a non-equilibrium geometry, from OMol25.

ΔE to the lowest compared entry with this formula, charge and spin (kcal/mol): 3.1
LUMO (alpha / beta) (Eh): -0.117 / -0.137
⟨S²⟩: 3.786
E_HOMO (alpha / beta) (eV): -10.487 / -11.692

The geometry in ORCA input format:
```
! wB97M-V def2-TZVPD RIJCOSX def2/J DEFGRID3
* xyz 1 4
V 0.52491 0.04429 -0.33141
O 1.25471 1.61340 -0.84886
N 2.34934 0.67800 -1.01770
N 2.02701 -0.12336 -2.10394
O 0.72495 -0.52697 -2.13958
C 3.01132 -0.86468 -2.77932
C 4.34101 -0.47206 -2.68212
C 5.29264 -1.21902 -3.35402
C 4.92110 -2.32632 -4.10918
C 3.58425 -2.69327 -4.19654
C 2.61308 -1.96597 -3.52808
H 4.60510 0.39814 -2.09917
H 6.33266 -0.92792 -3.29328
H 5.67357 -2.89778 -4.63517
H 3.29082 -3.54899 -4.78970
H 1.56723 -2.22784 -3.58571
N 1.53682 -0.04055 3.60430
C 1.13462 -0.66988 2.52660
O 0.66997 -0.03124 1.55412
C 1.18924 -2.17455 2.47585
I 1.71683 -2.82095 0.54662
H 1.49168 0.96851 3.63694
H 1.88735 -0.53653 4.40799
H 0.19242 -2.56610 2.66839
H 1.89925 -2.59344 3.18168
C -2.10323 2.76072 1.37717
Ge -3.28883 1.28936 1.77925
C -2.58996 0.17190 3.20386
C -5.05886 1.87625 2.27703
C -3.48694 0.15249 0.20691
Se -1.95917 -0.17805 -0.95430
C -1.99888 1.47678 -1.98694
H -2.00695 3.41751 2.24229
H -2.49638 3.34982 0.54786
H -1.10725 2.40353 1.10744
H -2.55831 0.72308 4.14487
H -1.58511 -0.18179 2.97434
H -3.24365 -0.69155 3.33848
H -5.01763 2.45968 3.19751
H -5.69943 1.01057 2.45064
H -5.51061 2.49423 1.50048
H -4.23830 0.55483 -0.47310
H -3.84186 -0.83150 0.51394
H -1.46246 2.27350 -1.48498
H -3.04415 1.73918 -2.12930
H -1.53393 1.25453 -2.94214
*
```

The following is a quantum chemistry calculation of a single C13H23N3O2S molecule in a non-equilibrium geometry, from OMol25.

ΔE to the lowest compared entry with this formula, charge and spin (kcal/mol): 360.6
LUMO (Eh): 0.020
E_HOMO (eV): -7.916

The geometry in ORCA input format:
```
! wB97M-V def2-TZVPD RIJCOSX def2/J DEFGRID3
* xyz 0 1
C -6.26067 -1.52125 -0.15674
C -5.84191 -0.05408 -0.45086
C -4.36925 0.30641 -0.81789
C -3.52062 -0.10615 0.34077
C -2.10617 0.09827 -0.13731
C -1.24067 -0.08165 1.23541
C 0.20024 0.06414 1.00019
H 0.52343 -0.41496 -0.14422
H 0.84573 -0.11251 1.58222
C 0.68167 1.59805 0.50127
C 2.04026 2.01733 0.31781
N 2.88159 0.95526 0.02541
C 4.19323 1.33423 -0.13109
N 4.07225 2.91096 0.08762
N 2.72179 2.98908 0.12665
H 2.29122 3.90521 0.47669
S 5.72041 0.54280 -0.18984
C 5.05201 -1.03688 -0.64654
C 6.26082 -1.52985 -1.64966
H 6.37077 -0.96230 -2.32141
H 7.00623 -1.80722 -1.08443
H 5.68017 -2.50631 -1.78269
H 4.15811 -0.70815 -1.23107
C 4.73919 -1.75953 0.70715
O 5.52348 -2.52134 0.65789
O 3.77109 -1.46927 1.16677
H 3.25453 -0.87413 0.78716
H 0.36106 2.46109 1.29429
H 0.04019 1.92827 -0.28358
H -1.29360 -1.06316 1.58889
H -1.43553 0.77041 1.96936
H -1.85006 -0.34316 -0.97331
H -2.05313 1.36898 -0.24923
H -3.90691 0.37869 1.21849
H -3.66229 -1.19645 0.63768
H -4.37679 1.46646 -1.04433
H -4.22006 -0.38928 -1.82342
H -6.61679 0.35678 -0.99603
H -6.27625 0.55640 0.47144
H -7.49375 -1.53104 0.01610
H -5.94113 -2.17481 -0.95709
H -5.92387 -1.84536 0.86143
*
```

The following is a quantum chemistry calculation of a single C13H23NO molecule in a non-equilibrium geometry, from OMol25.

ΔE to the lowest compared entry with this formula, charge and spin (kcal/mol): 318.0
LUMO (Eh): 0.028
E_HOMO (eV): -8.683

The geometry in ORCA input format:
```
! wB97M-V def2-TZVPD RIJCOSX def2/J DEFGRID3
* xyz 0 1
C 3.88268 -0.52718 -1.52825
H 4.60654 -0.86266 -2.18220
C 3.21813 -1.73481 -0.63606
H 4.15640 -2.07735 -0.10135
H 3.01376 -2.59144 -1.54904
C 2.33193 -1.26618 0.18174
C 1.31352 -0.66480 -0.58897
C 0.20046 -0.44589 -1.28944
C -0.88448 0.13232 -2.00080
N -1.82616 1.04578 -1.18959
C -2.47591 0.09350 0.02851
C -3.57750 0.84835 0.51890
C -3.03673 2.29843 0.92684
C -2.27307 3.05577 0.18107
C -1.21918 2.08532 -0.62944
H -0.52853 2.79383 -1.28302
H -0.40005 2.01899 0.12033
H -2.85040 3.46001 -0.69149
H -1.92094 3.89558 0.58408
H -3.75903 2.93653 1.66446
H -2.34630 1.91097 1.90035
H -4.17335 1.30781 -0.10819
H -4.11534 0.38995 1.36690
H -2.78169 -0.60964 -0.49777
H -1.92819 -0.39286 0.64321
H -0.57862 0.92389 -2.73806
H -1.40764 -0.47282 -2.59983
O 2.66314 -0.38563 1.19270
H 2.15068 0.12229 1.61783
C 1.75494 -2.44157 1.05827
C 0.54514 -2.26406 2.06964
H -0.24407 -1.82850 1.36995
H 0.22090 -3.06780 2.54899
H 0.98615 -1.44751 2.65624
H 1.45603 -3.28150 0.30154
H 2.51294 -2.97171 1.80529
H 3.00321 -0.38530 -2.33526
H 4.31063 0.39988 -0.78807
*
```

| no. | E (eV) |
| --- | --- |
| 1 | -66917.64261 |
| 2 | -66418.34129 |
| 3 | -70675.60375 |
| 4 | -180109.25322 |
| 5 | -33240.75696 |
| 6 | -17378.38189 |